Record 1
DFT (wB97M-V/def2-TZVPD) results for a molecular structure, C50H45ClN11O2S2Zr.

CARTESIAN COORDINATES (ANGSTROEM)
Zr (0.032114, -0.099107, -0.330577)
Cl (-0.334061, 6.071334, 3.847242)
C (-0.489480, 4.730136, 2.771841)
C (-1.754375, 4.343296, 2.323206)
C (-1.897213, 3.264156, 1.472239)
C (-0.774603, 2.550611, 1.071386)
O (-0.887078, 1.508319, 0.237050)
C (0.501696, 2.944064, 1.505740)
C (1.683608, 2.359201, 0.943140)
N (1.754743, 1.271762, 0.238422)
C (2.841709, 1.205737, -0.686366)
C (4.171166, 1.294240, -0.395101)
C (5.107005, 1.411144, -1.447853)
C (4.689407, 1.531059, -2.744479)
C (3.306958, 1.505586, -3.056337)
C (2.775615, 1.847579, -4.323021)
C (1.422667, 1.978623, -4.458982)
C (0.585580, 1.621719, -3.386751)
N (1.030275, 1.174633, -2.228283)
C (2.388806, 1.247927, -2.026749)
C (0.631480, 4.057357, 2.347650)
H (-2.622293, 4.907410, 2.639248)
H (-2.871408, 2.970065, 1.105142)
H (2.587927, 2.965097, 1.016008)
H (4.503184, 1.306569, 0.636342)
H (6.161863, 1.467220, -1.214443)
H (5.405445, 1.698700, -3.538835)
H (3.443979, 2.064220, -5.147310)
H (0.977677, 2.328276, -5.379590)
H (-0.486372, 1.698352, -3.505192)
H (1.612146, 4.384208, 2.670213)
C (3.345758, -1.974377, 3.404826)
N (3.621662, -1.822797, 1.973442)
C (4.889412, -1.790692, 1.421169)
C (4.751753, -1.776755, 0.085150)
N (3.386308, -1.807109, -0.181829)
C (2.708447, -1.822430, 0.997194)
S (1.012543, -1.932983, 1.229182)
C (2.833332, -2.167021, -1.440514)
C (3.597944, -2.981962, -2.262553)
C (3.055278, -3.435752, -3.448553)
C (1.742186, -3.106182, -3.735029)
C (1.060946, -2.299383, -2.849197)
N (1.590506, -1.773802, -1.729671)
H (4.240098, -1.687040, 3.950259)
H (3.104828, -3.013735, 3.619505)
H (2.522369, -1.324464, 3.690431)
H (5.773667, -1.772446, 2.034208)
H (5.488918, -1.714541, -0.693987)
H (4.582204, -3.302016, -1.956304)
H (3.631598, -4.073576, -4.105049)
H (1.241664, -3.480744, -4.616409)
H (0.023250, -2.084217, -3.025287)
C (-13.499512, -2.358250, -2.844840)
O (-12.843515, -2.400893, -1.578535)
C (-11.522884, -2.214497, -1.534937)
C (-10.940855, -2.279394, -0.261513)
C (-9.589011, -2.099241, -0.112158)
C (-8.771473, -1.849119, -1.222514)
C (-9.359116, -1.785512, -2.484525)
C (-10.718889, -1.964832, -2.649837)
C (-7.340544, -1.652104, -1.099164)
N (-6.511189, -1.366661, -2.089906)
C (-5.287474, -1.267375, -1.514377)
C (-5.343919, -1.491706, -0.153541)
N (-6.666889, -1.740148, 0.098206)
C (-4.195403, -1.449641, 0.672742)
C (-4.196787, -1.689073, 2.060723)
C (-3.026076, -1.602499, 2.758287)
C (-1.847463, -1.280768, 2.079663)
N (-1.805143, -1.077221, 0.768745)
C (-2.961728, -1.150603, 0.055816)
C (-2.884497, -0.910463, -1.359915)
N (-1.659296, -0.633748, -1.912115)
C (-1.609997, -0.499037, -3.236521)
C (-2.710520, -0.576707, -4.082978)
C (-3.947168, -0.802710, -3.535987)
C (-4.045357, -0.984330, -2.150591)
H (-14.547790, -2.545521, -2.640109)
H (-13.112898, -3.132836, -3.508799)
H (-13.386983, -1.376263, -3.307011)
H (-11.582212, -2.472820, 0.587168)
H (-9.180126, -2.153324, 0.890590)
H (-8.734390, -1.592739, -3.345874)
H (-11.145871, -1.910324, -3.639883)
H (-7.092494, -1.967636, 0.980047)
H (-5.119459, -1.939364, 2.568634)
H (-2.986479, -1.780031, 3.823654)
H (-0.930135, -1.159433, 2.637185)
H (-0.638553, -0.332504, -3.669313)
H (-2.571120, -0.457998, -5.148050)
H (-4.845824, -0.863362, -4.136650)
C (-2.220629, 2.692233, 6.996982)
C (-1.569681, 3.121068, 5.692976)
N (-0.910719, 2.012753, 4.993563)
C (0.376820, 1.776633, 4.735982)
S (0.780367, 0.553995, 3.591798)
N (1.365118, 2.452269, 5.327972)
C (1.359127, 3.242786, 6.569059)
C (2.715233, 3.126777, 7.240579)
H (-2.737816, 3.537341, 7.450200)
H (-1.487929, 2.316421, 7.710764)
H (-2.953987, 1.903435, 6.824346)
H (-0.856068, 3.924516, 5.840004)
H (-2.329827, 3.511252, 5.012550)
H (-1.521256, 1.373733, 4.510725)
H (2.275538, 2.145468, 5.023489)
H (0.581750, 2.858427, 7.227626)
H (1.140061, 4.288768, 6.349258)
H (2.928757, 2.094602, 7.519440)
H (2.736160, 3.733763, 8.143696)
H (3.509215, 3.488442, 6.584007)

Forces on atoms 1 to 6 (eV/Å):
-0.020 0.095 -0.656
-0.003 0.000 -0.009
-0.019 -0.002 0.004
0.019 0.010 0.023
-0.019 -0.013 -0.015
0.082 0.017 0.000

The value obtained for the HOMO-LUMO gap is 5.09 eV. The calculation puts the HOMO energy at -13.0 eV. Its net charge is +3. The value obtained for the LUMO energy is -7.905 eV. For the energy relative to the best compared isomer or geometry (same formula, charge and spin), the calculation gives 73.36 kJ/mol.

Record 2
DFT (wB97M-V/def2-TZVPD) results for 9 unconnected molecules or ions with the total composition C50H45N9O14 in a non-equilibrium geometry.

CARTESIAN COORDINATES (ANGSTROEM)
N (4.563485, -1.659359, -3.813508)
C (3.650722, -1.172641, -2.930731)
C (4.086761, -0.088537, -2.255774)
C (5.416869, 0.049015, -2.661286)
C (5.673564, -0.920877, -3.609625)
H (4.575606, -2.470484, -4.415191)
H (2.662478, -1.604705, -2.986333)
H (3.629621, 0.520014, -1.489553)
H (6.021798, 0.831525, -2.227523)
H (6.622707, -1.153929, -4.069200)
N (-8.142113, 3.554710, -2.649423)
C (-7.067129, 4.393074, -2.729889)
C (-5.921764, 3.653132, -2.413508)
C (-6.235372, 2.344249, -2.135219)
C (-7.695989, 2.308763, -2.178378)
H (-9.099961, 3.859564, -2.747946)
H (-7.264039, 5.390846, -3.093333)
H (-4.912843, 4.023643, -2.519368)
H (-5.463280, 1.607486, -1.969534)
H (-8.432251, 1.552321, -1.950107)
C (0.402974, -2.434917, -0.635014)
C (0.881729, -1.123350, -0.556018)
C (-0.059440, -0.102032, -0.676800)
C (-1.419643, -0.330486, -0.813532)
C (-1.907469, -1.704301, -0.771963)
C (-0.967731, -2.749524, -0.709194)
N (-2.387348, 0.787785, -0.948051)
O (-3.619166, 0.544977, -0.985234)
O (-1.942443, 1.879180, -1.085083)
H (1.164367, -3.198983, -0.581216)
H (1.931515, -0.899222, -0.437129)
H (0.343950, 0.898905, -0.719273)
H (-2.929463, -2.051833, -0.805969)
H (-1.271275, -3.785980, -0.703835)
C (0.040941, 4.543625, -4.338914)
C (-0.727849, 4.240327, -3.215450)
C (-1.202738, 5.308985, -2.424223)
C (-0.668516, 6.608443, -2.617148)
C (0.221175, 6.862617, -3.624220)
C (0.468361, 5.862765, -4.556113)
N (-0.884284, 7.687639, -1.595994)
O (-0.527352, 8.831292, -1.762847)
O (-1.489921, 7.323029, -0.599168)
H (0.324212, 3.752349, -5.017176)
H (-1.036626, 3.225124, -3.014407)
H (-1.799688, 5.110456, -1.546365)
H (0.645930, 7.841805, -3.789048)
H (1.196677, 6.208617, -5.274683)
C (-6.249635, 4.093682, 2.005074)
C (-6.210242, 3.111272, 1.042741)
C (-5.344126, 2.088099, 1.307421)
C (-4.682502, 1.893397, 2.501571)
C (-4.795950, 2.827917, 3.500354)
C (-5.553621, 3.971597, 3.235337)
N (-3.744577, 0.787617, 2.645531)
O (-3.198983, 0.606277, 3.749030)
O (-3.561045, -0.046004, 1.783068)
H (-6.795447, 5.003815, 1.804701)
H (-6.775003, 3.146433, 0.122851)
H (-5.173296, 1.298806, 0.590323)
H (-4.234570, 2.696215, 4.413542)
H (-5.452426, 4.799308, 3.921670)
C (-0.474694, 3.472031, 1.153529)
C (-0.480479, 2.436116, 2.091913)
C (-0.931441, 2.691463, 3.420873)
C (-1.325402, 3.959891, 3.806336)
C (-1.302228, 5.019398, 2.910901)
C (-0.819874, 4.774344, 1.577024)
N (-1.800315, 4.271805, 5.163757)
O (-1.443491, 3.564297, 6.094233)
O (-2.419943, 5.313406, 5.394538)
H (-0.046927, 3.363693, 0.167782)
H (-0.166958, 1.410951, 1.960993)
H (-0.947514, 1.917786, 4.174242)
H (-1.458355, 6.026388, 3.268695)
H (-0.839244, 5.694832, 1.012455)
C (-2.048444, -5.059333, 2.558541)
C (-2.485635, -3.836358, 3.030501)
C (-1.568283, -2.768779, 3.202382)
C (-0.250052, -2.920098, 2.787280)
C (0.164813, -4.148558, 2.383649)
C (-0.708348, -5.210259, 2.297687)
N (0.730957, -1.808181, 2.806196)
O (1.839563, -1.960952, 2.361656)
O (0.362675, -0.719130, 3.130430)
H (-2.800197, -5.784086, 2.282887)
H (-3.547321, -3.739294, 3.203091)
H (-1.920238, -1.835124, 3.615674)
H (1.120937, -4.194624, 1.883548)
H (-0.385440, -6.134723, 1.842161)
C (3.367970, -6.708350, -3.179688)
C (4.202259, -7.849502, -3.091703)
C (4.502641, -8.402060, -1.884045)
C (3.990192, -7.808364, -0.742411)
C (3.100247, -6.748928, -0.880817)
C (2.722145, -6.219307, -2.077481)
N (4.239516, -8.297706, 0.597414)
O (3.903898, -7.721424, 1.581270)
O (4.759552, -9.405622, 0.661162)
H (3.205946, -6.295175, -4.164287)
H (4.583369, -8.352516, -3.968135)
H (5.133652, -9.275988, -1.817015)
H (2.692981, -6.337619, 0.030976)
H (2.126781, -5.321667, -2.156122)
C (7.628944, -0.933994, 1.368784)
C (6.949983, -1.061716, 0.211860)
C (5.826373, -1.856857, 0.101025)
C (5.400435, -2.616235, 1.180180)
C (6.213570, -2.592626, 2.333530)
C (7.329538, -1.745558, 2.446713)
N (4.189233, -3.580537, 1.100930)
O (4.060622, -4.500804, 1.898220)
O (3.432039, -3.422806, 0.151634)
H (8.390295, -0.176929, 1.485431)
H (7.268218, -0.373541, -0.557254)
H (5.249022, -1.871442, -0.811577)
H (5.969010, -3.138596, 3.232703)
H (7.835121, -1.614566, 3.392033)

Forces on atoms 1 to 6 (eV/Å):
0.888 0.482 0.665
-3.452 -1.462 -0.821
0.412 -0.141 0.238
0.684 0.420 -0.297
2.044 1.076 0.276
-0.584 0.186 0.377

The value obtained for the HOMO-LUMO gap is 7.39 eV. The structure (SMILES) is O=[N+]([O-])c1ccccc1.O=[N+]([O-])c1ccccc1.O=[N+]([O-])c1ccccc1.O=[N+]([O-])c1ccccc1.O=[N+]([O-])c1ccccc1.O=[N+]([O-])c1ccccc1.O=[N+]([O-])c1ccccc1.c1cc[nH]c1.c1cc[nH]c1. The calculation puts the HOMO energy at -8.1 eV. The value obtained for the LUMO energy is -0.714 eV.